(1)
Formula: C48H66N6O3PPtS2
Source: OMol25
Level of theory: wB97M-V/def2-TZVPD

## Properties
HOMO energy (spin up / spin down): -10.63 / -10.64 eV
Frontier orbital gap (spin up / spin down): 5.0 / 5.0 eV

Geometry as ORCA input:
```
! RIJCOSX wB97M-V def2-TZVPD def2/J DEFGRID3
* xyz 1 1
Pt 1.04919 0.15317 0.52862
S 2.51845 -0.68421 2.47778
S 2.45166 2.02912 0.66940
P 0.50354 2.43565 -2.30667
O 1.88873 -1.05586 -0.84201
O 0.30313 1.13260 -1.61363
O -0.14242 0.96218 1.91084
N -0.25475 -1.32439 0.64653
N -0.02739 2.33177 -3.87188
N 2.09048 2.92521 -2.30965
N -0.34163 3.67719 -1.63617
N 3.08923 2.33911 7.74166
N 3.33284 5.71403 5.43144
C 3.09295 2.29356 6.59394
C 2.87739 0.98383 4.55412
C 3.95975 -2.74730 -2.10162
C -2.79487 -0.59512 3.78319
C -1.08362 -6.38551 -2.85754
C -1.94261 -2.19322 2.21574
C -1.53293 -5.47903 -1.70910
C -3.08161 1.93344 5.05771
C 1.14402 -2.08747 -1.06679
C -1.10891 -1.19508 1.68689
C 2.88716 -4.04130 -3.92707
C -1.61708 4.87961 -0.06070
C 2.57355 4.29038 -2.12654
C -0.55812 3.78609 -0.19135
C -1.00089 4.76305 -2.36422
C -1.92260 2.92632 3.09955
C -0.93519 -3.35187 -0.55467
C -0.58645 1.82171 4.90208
C 2.63134 2.05336 2.39555
C -0.54655 1.06434 -4.41359
C 3.17037 1.98669 -2.60243
C -2.80291 -1.90246 3.24168
C 2.67550 0.88689 3.17293
C 0.97102 2.13325 -5.98795
C 0.60956 -4.12619 -2.21019
C -4.60651 -2.53218 4.92739
C 4.44496 2.69179 -2.13727
C 2.47809 -1.59322 -3.78937
C 3.17458 4.66747 4.98572
C -1.54099 -6.30990 -0.41281
C -4.67789 -3.39141 2.59780
C -3.74104 -2.99064 3.75070
C -1.94144 0.41102 3.37878
C -1.90022 1.75909 4.10200
C -2.91664 -4.20637 4.20591
C -0.06756 -2.28190 -0.28024
C 2.68709 -2.87498 -2.95847
C -2.95745 -4.98628 -2.00999
C 2.98554 3.38612 4.38538
C 4.10809 4.19298 -2.15136
C -1.33061 5.77411 -1.26987
C 2.80108 3.29135 3.01780
C 0.47766 3.15266 -4.96561
C -0.08651 1.02740 -5.88281
C 1.46445 -3.05771 -2.06255
C -1.04617 0.11290 2.31572
C -0.60404 -4.29107 -1.49333
C 3.01226 2.21235 5.17091
H -0.92456 1.25808 -6.54048
H -2.96880 -4.36448 -2.90594
H 1.04545 2.55045 -6.99066
H -0.52896 -6.62872 -0.16004
H 4.54119 4.69319 -1.28731
H -5.35517 -4.17920 2.92813
H -2.17235 6.40907 -1.53849
H -5.27606 -3.34377 5.20897
H 2.21280 4.69085 -1.17478
H -1.54948 5.41151 0.88644
H 4.11487 -3.65631 -1.51824
H -0.51170 2.78507 5.40870
H 3.37833 -1.37444 -4.36505
H -1.86917 -3.20015 1.83972
H 2.03474 -4.16577 -4.59683
H -1.80856 -7.18840 -2.98469
H 3.06324 -4.97868 -3.39698
H -1.91691 4.39492 -2.83934
H -0.15896 0.22879 -3.83073
H 4.50380 4.66815 -3.04808
H -1.98648 3.87162 3.63870
H -4.03160 1.81836 4.53334
H -2.78530 2.85107 2.43490
H 2.21290 4.95674 -2.91721
H 2.90510 0.07615 5.14286
H -5.27305 -2.53502 2.27817
H 3.76310 -3.83721 -4.54149
H -2.17915 -3.90655 4.95127
H -2.39293 -4.68205 3.37664
H -1.63720 1.04417 -4.33501
H 0.26341 1.71238 4.23171
H -3.05606 2.93669 5.48043
H -1.93507 -5.73417 0.42545
H 3.89440 -1.90545 -1.41964
H 0.36814 4.08301 0.31603
H -3.99670 -2.28586 5.79790
H -1.01885 2.93886 2.50029
H -0.54484 1.03099 5.65303
H 4.82591 -2.60178 -2.74739
H 1.25245 3.83732 -4.62155
H -2.16182 -7.19753 -0.53690
H -0.11595 -6.84382 -2.64836
H 2.76612 4.19066 2.41702
H -0.87345 2.82635 0.22104
H -3.37283 -4.40184 -1.18941
H 4.70274 2.36869 -1.13015
H -0.35621 5.17586 -3.14182
H -3.47418 -0.38390 4.59327
H -0.34675 3.73871 -5.38800
H -0.46460 6.40741 -1.06755
H 3.00576 1.04566 -2.07195
H -3.61519 -5.84008 -2.17243
H 2.26079 -0.74349 -3.14684
H 1.64447 -1.72593 -4.48207
H -2.61557 4.44686 -0.14785
H -4.12152 -3.75985 1.73551
H -3.57730 -4.94740 4.65575
H 5.28329 2.45973 -2.79179
H -1.01998 -5.84014 -3.80042
H -5.22449 -1.67216 4.66603
H -1.88234 -3.40388 -0.04487
H 3.21480 1.76806 -3.67709
H -3.03893 1.22865 5.88891
H 1.95036 1.75218 -5.69241
H 0.86822 -4.87624 -2.94094
H 0.30659 0.05093 -6.15972
*
```

=====

(2)
Formula: C48H67BrN17O2
Source: OMol25
Level of theory: wB97M-V/def2-TZVPD

## Properties
HOMO energy: -10.70 eV
Frontier orbital gap: 7.6 eV

Geometry as ORCA input:
```
! RIJCOSX wB97M-V def2-TZVPD def2/J DEFGRID3
* xyz 1 1
Br 3.01907 1.59464 -1.87411
O 2.11658 3.20675 0.27729
O -3.59402 5.20440 0.79162
N -0.89341 -1.73389 -4.73692
N 0.55968 -6.01628 -1.96658
N -7.97808 7.75886 -1.75568
N -3.18252 -3.69528 -2.77365
N 7.11827 3.85901 2.09246
N 9.57298 1.76118 -1.85818
N 4.25974 -10.29408 6.62684
N -0.83032 3.27874 -0.76588
N 5.32946 -0.15814 -3.44234
N -0.22945 -3.09593 2.24931
N 3.82711 -10.99250 2.80647
N -2.73603 4.24109 0.41147
N -6.14845 -9.26501 4.96359
N 10.08494 10.62527 -1.05581
N -4.38528 6.42011 -3.58002
N 6.49445 6.31678 -2.56733
N -0.76567 -9.25949 3.17927
C 9.40390 9.62241 -1.07182
C -1.44554 2.23265 0.13281
C -1.61858 -0.38912 -0.60772
C -1.21999 -5.05427 -4.11378
C -3.78456 -10.24285 4.03344
C -1.64890 4.52614 -0.58426
C -7.56495 8.53284 -0.91863
C -2.54172 -1.54216 -6.89416
C -6.04294 6.59962 -5.74171
C 4.16343 -11.78700 5.38874
C -3.61019 2.06115 2.01596
C -0.83572 0.73637 0.26544
C -5.09553 -9.70063 4.54926
C -7.05079 9.49623 0.12323
C 3.97712 -11.34754 3.95849
C -0.58819 -6.80324 0.37278
C 6.43689 2.85633 2.07511
C -2.71591 2.85158 0.92738
C 3.79446 -2.40662 -3.48293
C -5.22128 2.24325 1.88907
C 0.10650 -9.86841 2.58176
C 0.37439 3.18803 -1.65466
C -2.30021 -4.30405 -3.37480
C 0.18270 -2.33170 3.09549
C -5.75454 2.86301 0.49316
C -5.12772 6.49966 -4.54596
C -0.79817 -1.52583 -1.06067
C 4.64540 -1.16000 -3.46049
C 0.04807 -6.36697 -0.92425
C -7.08282 4.36916 -2.09305
C -1.62745 -1.64854 -5.69804
C -6.63899 4.22550 0.61449
C -6.20292 3.02602 -2.23517
C 0.69580 -1.38071 4.14958
C 5.98084 5.96682 -1.52612
C 5.58772 1.60919 2.05366
C -5.53161 2.26056 -0.96653
C 5.34102 5.53127 -0.23030
C 1.75513 2.81390 -0.89249
C -1.29607 7.18620 -0.21194
C -7.28216 4.99537 -0.62636
C 6.85815 1.77919 -1.66848
C 8.55572 8.37383 -1.09162
C 4.68980 -9.52106 7.47135
C 1.18540 -10.62870 1.84946
C -1.47451 5.97953 -1.28885
C 5.22063 -8.56918 8.51608
C 8.36373 1.76916 -1.77374
H -6.15081 5.61895 -6.21056
H -5.62511 2.89991 2.76833
H -0.13432 -0.80917 4.57076
H -6.79884 4.68405 1.67884
H -0.64260 6.03088 -2.08997
H 5.94097 4.74628 0.23606
H 4.05939 -12.87616 5.45837
H -6.10115 2.60974 -3.32831
H 0.01252 -7.58799 0.83774
H -2.75122 -0.34390 -0.84537
H -1.59256 -7.18876 0.18375
H 0.29200 0.66691 -0.06235
H -5.62756 7.29918 -6.47059
H 3.41266 -11.32302 6.01586
H 8.13407 8.22599 -2.08807
H -3.22350 -10.70037 4.85124
H 5.70524 -9.12972 9.31898
H -2.12312 -0.84269 -7.62131
H 1.41648 -0.68901 3.70753
H 3.37387 -2.55188 -4.48045
H 9.16525 7.50575 -0.83072
H -7.57922 4.90516 -3.01085
H -7.88165 10.06618 0.54496
H -3.52464 -1.18390 -6.58019
H -0.65547 -5.95487 1.05794
H -4.93516 1.28284 -1.11240
H -2.48800 6.18358 -1.85772
H 5.16758 1.46273 1.05566
H 1.18458 -1.94096 4.94981
H 6.53668 2.58945 -1.00940
H -3.39297 0.90970 2.06902
H -3.97019 -10.99587 3.26412
H -2.30646 7.76598 -0.15096
H 0.15106 2.46526 -2.52885
H -1.16785 6.67556 0.83915
H 0.54434 4.24836 -2.13368
H 6.41696 1.92733 -2.65606
H 0.30075 -1.65490 -0.66552
H 2.97853 -2.31323 -2.76255
H 5.94885 -7.89104 8.06543
H 4.40188 -3.27625 -3.22233
H 7.74059 8.46626 -0.37030
H 6.19547 0.74001 2.31521
H -7.88385 5.97146 -0.46973
H 4.77138 1.70209 2.77351
H -3.97729 5.61149 -0.04976
H 1.74188 -9.95099 1.19832
H 6.50750 0.82844 -1.26113
H -3.29394 2.47286 3.07150
H -6.33773 10.18849 -0.33003
H -0.39083 7.88530 -0.44658
H 5.15550 -11.50280 5.73797
H 4.40009 -7.98308 8.93586
H -6.55285 8.94620 0.92509
H 5.27130 6.37970 0.45422
H -0.66819 -4.36988 -4.76222
H -1.66607 -5.84230 -4.72519
H -7.02718 6.95476 -5.42790
H -3.19049 -9.43375 3.60347
H -1.18223 -2.34038 -1.80660
H -5.72641 1.19240 2.03277
H 1.87557 -11.07977 2.56636
H 4.33705 5.14538 -0.42234
H -0.52551 -5.50639 -3.39857
H -2.65332 -2.52131 -7.36525
H 0.73693 -11.41815 1.24169
H -0.82354 0.46623 1.41034
*
```